# 1
The following is a DFT calculation (ωB97M-V with the def2-TZVPD basis set) of 2 unconnected molecules or ions with the total composition C4H11NO at a distorted geometry.

HOMO-LUMO gap (spin up / spin down) = 2.30 / 6.41 eV
Multiplicity = 2
⟨S²⟩ = 0.754
Net charge = -1
HOMO (spin up / spin down) = 0.057 / -0.101 Eh

Last column: Löwdin charge in e.
Positions of all 17 atoms, in Å:
C: 1.813 -1.214 0.789  -0.143
C: 0.814 -2.197 0.152  -0.382
N: 0.071 -1.555 -0.945  -0.017
H: 2.047 -0.520 -0.021  0.065
H: 2.699 -1.696 1.193  0.046
H: 1.326 -0.674 1.600  0.056
H: 0.134 -2.574 0.927  0.082
H: 1.387 -3.032 -0.261  0.083
H: -0.330 -0.684 -0.603  0.026
H: -0.718 -2.164 -1.109  0.047
C: -0.759 3.077 -0.775  -0.207
C: -1.715 2.273 -0.142  -0.450
O: -1.743 0.862 -0.241  -0.162
H: -0.806 4.150 -0.653  -0.054
H: 0.254 2.648 -0.876  -0.052
H: -2.573 2.754 0.330  0.026
H: -1.901 0.547 0.637  0.035

---

# 2
The following is a DFT calculation (ωB97M-V with the def2-TZVPD basis set) of 2 unconnected molecules or ions with the total composition C4H11NO at a distorted geometry.

HOMO-LUMO gap = 10.33 eV
Structure (SMILES) = CC=O.CCN
Net charge = 0
HOMO = -0.341 Eh

Last column: Löwdin charge in e.
Positions of all 17 atoms, in Å:
C: -0.766 0.414 1.188  -0.119
C: -1.998 -0.368 0.741  -0.342
N: -2.589 0.279 -0.443  -0.020
H: -0.249 0.803 0.318  0.052
H: -0.129 -0.243 1.780  0.061
H: -1.005 1.205 1.905  0.070
H: -2.677 -0.501 1.583  0.094
H: -1.649 -1.346 0.402  0.099
H: -2.891 1.210 -0.174  0.063
H: -3.403 -0.250 -0.737  0.058
O: 1.260 0.018 -1.570  0.040
C: 1.835 -0.568 -0.696  -0.352
C: 2.715 0.060 0.350  -0.059
H: 1.764 -1.672 -0.624  0.117
H: 3.719 -0.350 0.202  0.080
H: 2.781 1.126 0.141  0.085
H: 2.398 -0.261 1.336  0.070

---

# 3
The following is a DFT calculation (ωB97M-V with the def2-TZVPD basis set) of a single C4H11NO molecule at a distorted geometry.

HOMO-LUMO gap = 9.19 eV
Structure (SMILES) = CNC[C@H](C)O
Net charge = 0
HOMO = -0.304 Eh

Last column: Löwdin charge in e.
Positions of all 17 atoms, in Å:
C: -1.493 -2.078 0.815  -0.134
N: -1.117 -0.931 0.019  -0.139
C: 0.257 -0.519 -0.184  -0.215
C: 0.368 0.941 -0.621  -0.433
C: 1.749 1.530 -0.387  -0.052
O: -0.646 1.673 0.090  -0.068
H: -2.510 -2.356 0.541  0.073
H: -1.356 -1.922 1.896  0.077
H: -0.868 -2.925 0.529  0.071
H: -1.634 -0.117 0.314  0.084
H: 0.888 -0.625 0.734  0.125
H: 0.649 -1.209 -0.929  0.118
H: 0.102 0.952 -1.689  0.140
H: 1.853 2.378 -1.061  0.077
H: 1.826 1.866 0.649  0.086
H: 2.488 0.738 -0.510  0.081
H: -0.557 2.604 -0.206  0.108

---

ΔE to the lowest compared entry with this formula, charge and spin list, top to bottom, in kJ/mol: 178.6 129.1 119.9